# 1
{
  "formula": "C33H38NO2",
  "method": "ωB97M-V/def2-TZVPD",
  "orbital_gap_ev": 4.464,
  "homo_energy_ev": -9.37,
  "e_above_lowest_ev": 0.000,
  "spin_multiplicity": 1,
  "total_charge": 1,
  "elements": ["H", "N", "H", "C", "C", "C", "H", "C", "C", "H", "C", "C", "H", "C", "H", "H", "H", "H", "C", "C", "C", "H", "C", "H", "O", "H", "C", "H", "H", "C", "H", "H", "H", "C", "C", "C", "H", "H", "H", "H", "C", "H", "C", "H", "H", "C", "C", "C", "H", "H", "C", "C", "C", "H", "C", "H", "H", "C", "C", "H", "H", "H", "C", "H", "H", "C", "C", "H", "H", "H", "C", "O", "C", "H"],
  "positions_angstrom": [[-4.31450, -0.55493, -4.34874], [-1.42076, -0.82946, -2.89571], [1.47981, -2.72621, 5.36417], [-0.53783, 0.48564, 1.99943], [2.71833, -3.13884, 2.16547], [2.71431, -4.83911, 5.43398], [-4.60651, 3.45214, 2.43244], [-2.14862, 0.43710, -2.92659], [0.86049, 0.11819, 1.76443], [4.53016, 5.44677, -2.28668], [1.31872, 2.06079, 0.30495], [2.17124, 0.00879, -3.20040], [-3.63180, -2.38052, -1.98704], [1.38705, -1.11529, 2.34349], [0.27113, 2.35860, 0.35735], [-2.12170, 0.86612, -3.94729], [2.82878, 0.62942, -2.58057], [2.76437, 0.61423, 0.95100], [-2.88457, -0.17069, 1.95856], [2.51107, 5.02898, -1.63091], [-0.06065, -0.77863, -2.92917], [3.99395, 1.73157, -0.17211], [1.68093, 4.13277, -0.97408], [-1.58270, -2.90783, -3.15060], [2.98844, -4.55144, 4.04372], [2.90410, -2.04370, -3.50180], [3.57902, 2.65189, -0.58432], [-6.01400, 2.62840, 3.18473], [-4.49782, 2.85338, 4.11828], [1.11312, -1.42095, 3.69567], [-3.67053, -0.89792, 1.76112], [-2.07019, -1.95076, -4.56574], [0.37067, 1.35413, -3.16576], [-2.23624, 2.07228, 2.72270], [2.21842, -1.98595, 1.59628], [0.80171, -2.04005, -2.87797], [-3.66577, 0.10719, -1.42574], [5.46751, 3.32742, -1.35166], [-1.65678, 1.15811, -2.25962], [-5.35140, -0.88808, -2.95169], [-3.57287, -2.10364, -3.04767], [2.42609, -1.74979, 0.54976], [-4.92867, 2.66326, 3.12570], [3.32371, -3.84144, 1.59547], [0.49752, -0.74317, 4.28957], [2.45486, -3.41319, 3.53124], [1.71777, 0.92860, 0.98906], [-2.10671, -1.99500, -3.45863], [-4.02851, -2.90930, -3.63085], [2.53026, 0.12255, -4.23585], [-0.91032, 1.76480, 2.45734], [2.19703, 2.93197, -0.42318], [2.24043, -1.49818, -2.82607], [1.63495, -4.92217, 5.62190], [0.73267, 0.33475, -3.06099], [-4.10244, 1.27061, -2.68794], [0.61409, 4.32936, -0.85106], [3.87933, 4.74416, -1.77045], [-3.61351, 0.30967, -2.50465], [0.57943, -2.68799, -2.01577], [-0.14854, 2.52286, 2.64538], [3.20366, -5.79485, 5.60504], [-4.31356, -0.79652, -3.27888], [0.67799, -2.66653, -3.77825], [-2.50938, 3.05509, 3.11427], [4.40609, 3.55531, -1.24803], [1.66538, -2.52917, 4.30638], [2.64369, -1.59774, -1.81265], [3.13897, -4.06736, 6.09053], [2.09364, 5.95255, -2.03192], [-1.55552, -0.47430, 1.76738], [-4.56051, 1.35457, 2.63428], [-3.23678, 1.11033, 2.45194], [-1.27123, -1.46365, 1.40402]],
  "forces_ev_per_angstrom": [[-0.044, -0.013, 0.071], [-1.059, -0.036, 0.820], [0.056, 0.141, -0.476], [-0.100, 0.048, 0.260], [-0.081, 0.020, 0.419], [0.103, 0.017, -0.319], [-0.127, -0.235, 0.090], [-0.060, 0.080, -0.304], [-0.052, 0.144, -0.216], [-0.136, -0.145, 0.117], [0.110, -0.376, 0.296], [0.591, -0.613, -0.165], [-0.037, 0.037, -0.103], [-0.154, 0.026, -0.014], [0.175, -0.165, -0.173], [0.106, -0.042, 0.156], [0.002, -0.097, 0.009], [-0.390, 0.161, 0.010], [-0.101, 0.547, 0.242], [0.180, -0.066, -0.023], [1.561, 0.861, -0.413], [-0.025, 0.324, -0.197], [0.092, -0.458, 0.239], [-0.023, 0.274, -0.091], [-0.503, 0.798, 0.063], [-0.053, 0.017, 0.189], [-0.204, 0.364, -0.033], [0.111, 0.126, 0.034], [-0.139, -0.141, -0.211], [-0.179, 0.139, -0.258], [0.180, 0.214, 0.026], [0.065, -0.015, 0.206], [-0.064, -0.220, -0.053], [-0.400, -0.257, -0.228], [0.009, 0.155, 0.197], [-0.086, -0.040, -0.300], [-0.025, -0.007, -0.142], [-0.311, 0.113, -0.016], [0.085, -0.265, -0.154], [0.005, 0.017, -0.106], [0.162, -0.044, 0.066], [-0.058, -0.144, 0.299], [0.059, -0.350, -0.122], [-0.151, 0.157, 0.159], [0.114, -0.158, -0.241], [-0.033, -0.177, 0.345], [0.067, -0.075, -0.069], [0.076, -0.091, -0.341], [0.068, 0.008, 0.114], [-0.161, 0.213, 0.170], [0.025, -0.116, -0.057], [0.542, 0.432, -0.390], [0.257, 0.276, 0.186], [0.268, -0.053, -0.147], [-1.300, -0.585, 0.190], [0.055, -0.028, 0.088], [0.293, 0.073, -0.101], [-0.419, -0.219, 0.197], [0.198, -0.002, -0.014], [-0.110, 0.229, -0.202], [-0.134, -0.278, 0.051], [-0.084, 0.098, 0.117], [0.016, -0.015, 0.167], [-0.167, 0.252, 0.255], [0.220, -0.433, -0.166], [-0.204, -0.197, 0.112], [0.272, -0.402, -0.323], [-0.016, -0.062, -0.091], [-0.016, -0.198, -0.214], [0.172, -0.254, 0.077], [0.309, -0.060, 0.214], [0.830, 0.284, 0.094], [-0.136, 0.218, 0.019], [-0.089, 0.268, 0.110]]
}



# 2
{
  "formula": "C33H38PtS3Sb2",
  "method": "ωB97M-V/def2-TZVPD",
  "orbital_gap_ev": [8.104, 6.030],
  "homo_energy_ev": [-12.90, -13.93],
  "e_above_lowest_ev": 0.000,
  "spin_multiplicity": 3,
  "total_charge": 2,
  "elements": ["H", "H", "C", "C", "C", "H", "C", "C", "H", "C", "H", "H", "C", "S", "C", "H", "C", "H", "H", "H", "H", "C", "H", "H", "C", "Sb", "S", "C", "C", "H", "H", "H", "C", "C", "C", "C", "H", "H", "C", "C", "H", "S", "H", "C", "H", "H", "C", "H", "C", "C", "Pt", "H", "Sb", "H", "H", "H", "C", "C", "H", "H", "H", "C", "C", "H", "H", "C", "H", "C", "H", "H", "H", "C", "C", "C", "H", "C", "H"],
  "positions_angstrom": [[-6.88775, -0.99042, -1.98819], [-1.67183, -5.40466, 2.52990], [3.13353, 2.32976, -2.45209], [3.04891, -2.97306, -0.13419], [2.80701, 5.07485, -2.71541], [-2.16636, -4.82850, 4.87993], [-1.55425, 1.31048, 1.86119], [2.03287, 2.95636, -1.87925], [-2.34068, 2.46471, 0.18842], [-4.35072, 0.45859, -0.28147], [3.36388, -3.09244, 3.23818], [2.67781, 6.14310, -2.82168], [-3.46638, -0.61122, -0.26838], [5.56444, -1.91798, 1.83015], [-3.21789, 1.10544, -3.86287], [-3.11740, -2.65496, -0.87646], [-5.03433, -1.94874, -1.49964], [-4.06013, 0.94286, -4.52146], [4.64214, 5.02815, -3.82039], [0.34020, 3.45523, 1.30376], [2.68153, -1.79199, 4.19203], [-5.92430, -0.88342, -1.50921], [0.98854, -3.32663, 0.36559], [-0.63449, 1.29183, 2.45251], [-5.58392, 0.31502, -0.90045], [0.56660, 1.85307, -0.86008], [1.65386, -1.97434, 2.10954], [-1.67749, 2.60361, 1.04461], [-1.84117, 2.60141, -2.58197], [4.04367, -3.10413, 0.28500], [-4.10972, 1.40113, 0.19128], [1.01141, 4.83791, -1.58766], [-1.77509, -4.36874, 2.82409], [-2.42748, 0.03560, -3.47226], [4.38777, -1.21137, 3.01677], [5.50953, -0.75429, 0.42976], [-2.18119, -0.67781, 3.89335], [-6.28062, 1.14202, -0.90230], [-0.36913, 3.19680, 0.51804], [3.91058, 4.44784, -3.27517], [3.64529, 0.13125, 0.98238], [2.96733, -1.29390, -0.84754], [2.94364, -3.64387, -0.98719], [-2.05271, -4.04408, 4.14411], [2.11821, -4.21437, 1.38229], [6.12511, 0.11543, 0.66403], [-1.78080, -2.02920, 2.25508], [-3.53231, 3.22347, -3.73802], [4.13155, -0.22658, 0.07174], [-1.05582, 1.52863, -2.16780], [1.21343, -0.21410, 0.52534], [-0.72343, -0.59159, -2.33829], [-1.63728, -0.54367, 0.76909], [-1.62396, 3.61138, -2.25084], [-2.64871, -0.96197, -3.82724], [4.89949, -1.23306, 3.98118], [-3.80276, -1.81467, -0.87935], [-2.92201, 2.38844, -3.42204], [5.98858, -1.26850, -0.40466], [-1.41277, -3.62882, 0.85198], [-2.41905, -2.46493, 5.54764], [-1.63568, -3.36225, 1.88067], [-2.06284, -1.70721, 3.57715], [-2.16787, 3.34936, 1.67512], [-2.38498, 1.22731, 2.56641], [-2.19499, -2.71621, 4.52010], [-0.60618, 4.11186, -0.02775], [1.86499, 4.33068, -2.02089], [4.92108, 2.58435, -3.60366], [4.21766, 0.63411, -0.59311], [-5.30031, -2.88497, -1.97073], [3.11622, -2.02929, 3.22003], [4.07166, 3.07572, -3.14855], [-1.34707, 0.24796, -2.62808], [3.24802, 1.25148, -2.40010], [1.95127, -3.26141, 0.87838], [4.19604, -0.15784, 2.81958]],
  "forces_ev_per_angstrom": [[-0.015, 0.000, -0.007], [-0.005, -0.006, -0.009], [-0.030, -0.169, -0.071], [0.026, 0.005, -0.032], [0.023, -0.005, -0.018], [0.002, -0.002, 0.008], [-0.283, -0.065, 0.046], [-0.133, 0.124, -0.016], [-0.044, -0.012, 0.057], [0.031, 0.120, 0.043], [-0.018, -0.002, 0.060], [-0.008, 0.010, 0.001], [-0.046, -0.122, 0.055], [0.041, 0.103, -0.040], [0.005, -0.057, -0.005], [-0.004, -0.008, 0.016], [0.026, -0.005, -0.009], [-0.014, -0.004, -0.006], [0.007, 0.008, 0.000], [-0.004, -0.082, 0.042], [-0.016, 0.066, -0.022], [-0.006, 0.008, -0.011], [0.024, -0.054, 0.059], [-0.018, -0.028, -0.013], [-0.031, 0.004, -0.054], [-0.046, 0.185, 0.099], [0.016, -0.035, 0.106], [0.025, 0.022, -0.074], [-0.022, 0.121, 0.117], [-0.037, -0.009, 0.027], [-0.005, -0.016, 0.034], [-0.006, 0.001, 0.000], [0.038, -0.002, -0.033], [0.009, 0.028, -0.051], [0.008, -0.062, 0.035], [-0.078, -0.023, 0.049], [-0.017, 0.002, -0.018], [-0.009, 0.015, 0.003], [-0.142, 0.018, -0.195], [0.005, 0.016, -0.008], [-0.053, 0.029, -0.103], [-0.312, -0.017, 0.074], [-0.003, 0.029, -0.029], [-0.014, 0.004, 0.045], [0.078, 0.041, 0.054], [0.023, -0.036, 0.020], [-0.181, -0.030, -0.034], [0.002, 0.020, -0.001], [0.160, -0.005, -0.020], [0.115, -0.101, -0.114], [-0.183, -0.127, 0.007], [-0.005, -0.017, 0.009], [0.753, 0.078, 0.117], [0.013, 0.001, -0.010], [0.001, -0.006, -0.004], [0.035, -0.001, -0.032], [0.007, -0.072, -0.036], [-0.032, 0.013, -0.007], [-0.029, -0.033, 0.010], [-0.049, -0.005, -0.003], [-0.003, 0.010, 0.016], [0.038, -0.030, -0.071], [0.055, 0.126, 0.050], [0.084, 0.025, 0.030], [0.003, 0.042, -0.003], [0.005, -0.055, 0.021], [0.100, 0.027, 0.018], [0.014, 0.056, 0.093], [0.009, 0.001, -0.003], [0.084, -0.015, 0.019], [-0.009, -0.018, -0.002], [-0.054, -0.059, 0.010], [0.024, -0.010, -0.022], [0.122, -0.013, -0.050], [-0.021, 0.034, -0.012], [0.004, 0.032, -0.184], [-0.030, -0.008, -0.016]]
}



# 3
{
  "formula": "C33H39As2NNaO5Si",
  "method": "ωB97M-V/def2-TZVPD",
  "orbital_gap_ev": 7.184,
  "homo_energy_ev": -5.16,
  "e_above_lowest_ev": 0.743,
  "spin_multiplicity": 1,
  "total_charge": -1,
  "elements": ["O", "Na", "H", "H", "Si", "H", "C", "C", "C", "H", "H", "H", "As", "C", "H", "H", "H", "C", "C", "H", "N", "C", "H", "O", "C", "C", "C", "O", "H", "H", "H", "C", "H", "H", "C", "C", "C", "C", "C", "H", "C", "H", "H", "C", "H", "C", "O", "C", "H", "C", "C", "H", "C", "H", "H", "C", "C", "H", "H", "H", "H", "C", "H", "H", "H", "H", "H", "C", "C", "H", "H", "H", "H", "C", "C", "C", "O", "As", "H", "H", "C", "C"],
  "positions_angstrom": [[1.71673, -0.14477, 2.76616], [-0.08311, -0.03720, -0.47982], [4.05686, 0.78693, -1.23198], [0.40970, 3.22863, 4.26059], [1.93998, 0.31065, -3.22562], [4.00606, -0.25313, -5.41780], [-1.16292, 3.66660, 2.84714], [-1.78548, -1.52726, 3.67127], [-2.16194, 1.47094, -0.09037], [-2.43489, -2.27914, -3.58767], [0.30951, 4.76978, -1.76529], [-5.72955, -4.36268, -0.64913], [-1.13998, -1.71014, 1.79997], [0.25272, 1.75628, 2.70964], [-2.74245, -0.87588, -2.52071], [1.35553, -2.47116, -3.49128], [2.44987, 2.38408, -5.51446], [3.85127, 0.06304, -3.26691], [0.65039, -2.93284, -5.46486], [-0.79164, -4.90551, -1.25149], [-0.35487, 1.31467, 1.60239], [1.97244, 2.88808, -4.68108], [2.71225, 0.86611, 4.52966], [1.27971, -0.16509, -1.88502], [0.45880, -1.06640, -6.95784], [-2.69375, -2.86442, -0.33476], [-1.37574, 2.01906, 1.12286], [-2.83936, 2.29984, -0.70457], [-2.62112, 3.74078, 1.24965], [0.77362, 2.35563, -1.58538], [0.53265, -3.99193, -5.26367], [-3.80827, -3.01496, 1.79101], [3.76849, -2.07585, -3.65151], [1.97919, 4.77316, -5.70605], [-1.98409, -1.55409, -2.90948], [-0.11999, 2.91715, 3.37245], [1.36598, 0.90986, 3.22299], [-0.09033, -3.36551, 2.07516], [-3.78970, -3.48325, -0.92664], [-1.06623, -0.91748, 4.21871], [4.14422, -1.39203, -2.88561], [0.18612, -0.65919, -7.92494], [5.54583, 0.12977, -4.62751], [0.31681, -2.42495, -6.71387], [0.07946, -4.27741, -2.65692], [4.47153, 0.35398, -4.63610], [2.00362, 1.46886, 4.27749], [4.47918, 0.98852, -2.22049], [-0.06426, -3.08423, -7.48491], [-4.89091, -3.64612, 1.19384], [-0.85339, -4.21784, -2.09566], [1.02250, 0.83566, -6.16237], [-1.79867, 3.21165, 1.71017], [3.65711, -1.64310, -1.93973], [-3.84087, -2.83370, 2.85853], [1.04177, 2.88876, -2.49030], [1.28713, -0.71147, -4.70010], [4.28596, 2.03832, -2.45875], [-3.79546, -3.65780, -1.99738], [-1.89755, -2.48236, 4.18519], [-2.73842, -0.99697, 3.66401], [0.78549, 4.24867, -2.58790], [5.56623, 0.84565, -2.16732], [-5.73574, -3.95920, 1.79651], [4.35565, 1.40664, -4.90701], [0.71144, -3.15130, 2.78282], [0.91806, 5.99612, -3.83445], [-2.70266, -2.61987, 1.04267], [1.63697, 2.17093, -3.53010], [-1.24346, -0.96815, -3.45007], [0.35951, -3.63460, 1.11889], [5.22351, -1.56182, -2.78060], [-1.67623, -4.51961, -2.74360], [-4.88603, -3.87667, -0.17303], [1.71860, 4.24899, -4.79324], [0.94070, -0.22638, -5.96136], [-2.04985, 0.23358, -0.28184], [-1.10220, -2.38300, -1.37817], [-0.69270, -4.19693, 2.44305], [-1.46271, 4.59230, 3.32181], [1.12211, 4.93578, -3.74552], [1.12367, -2.08155, -4.47812]],
  "forces_ev_per_angstrom": [[-0.156, 0.020, 0.048], [1.149, -0.044, 1.018], [0.041, 0.027, 0.006], [-0.023, -0.024, 0.003], [0.392, 0.110, -0.402], [0.040, 0.011, -0.023], [-0.029, -0.019, -0.085], [0.053, 0.074, -0.177], [-0.516, 0.210, -0.076], [0.033, -0.069, 0.044], [-0.001, -0.015, -0.003], [0.001, 0.015, -0.007], [0.025, -0.653, 0.557], [-0.282, 0.229, -0.107], [0.036, -0.004, 0.033], [-0.012, -0.037, -0.029], [-0.022, 0.004, 0.002], [0.024, 0.015, 0.018], [0.004, -0.032, -0.041], [-0.006, 0.001, -0.002], [0.121, 0.366, 0.112], [0.050, 0.022, -0.043], [0.076, -0.179, -0.056], [0.863, -0.026, -0.669], [-0.014, -0.026, -0.046], [-0.108, -0.039, 0.032], [-0.114, 0.042, 0.039], [0.059, 0.042, 0.126], [0.026, -0.021, -0.043], [-0.018, 0.032, 0.008], [-0.012, 0.010, 0.021], [-0.040, -0.001, 0.061], [0.052, -0.039, 0.022], [0.018, 0.002, 0.012], [-0.111, 0.165, -0.091], [0.131, -0.072, 0.004], [0.453, -0.275, -0.288], [0.027, 0.029, 0.096], [-0.023, -0.006, -0.031], [0.047, -0.012, -0.008], [-0.131, 0.047, 0.012], [0.000, 0.002, 0.007], [0.011, 0.001, 0.005], [-0.008, -0.002, 0.009], [-0.024, 0.031, -0.013], [-0.144, 0.015, 0.056], [-0.186, 0.305, 0.193], [-0.139, -0.006, 0.026], [0.009, 0.014, -0.013], [0.004, -0.004, -0.004], [0.190, 0.134, 0.039], [-0.016, -0.018, -0.046], [-0.026, 0.118, 0.113], [0.041, -0.036, -0.010], [0.034, -0.005, 0.001], [-0.022, -0.015, -0.012], [-0.014, 0.134, 0.027], [0.036, 0.002, 0.022], [0.018, -0.007, 0.003], [-0.041, -0.030, -0.055], [0.007, 0.005, 0.032], [-0.025, 0.072, 0.023], [0.006, -0.024, -0.006], [-0.002, 0.034, 0.001], [0.044, -0.022, -0.018], [0.030, 0.010, -0.013], [-0.007, 0.001, 0.009], [-0.077, -0.039, -0.080], [-0.040, -0.143, -0.027], [0.020, -0.020, -0.045], [0.006, -0.036, 0.016], [0.013, 0.020, -0.011], [-0.042, 0.045, 0.024], [0.005, -0.007, -0.012], [0.001, 0.019, -0.055], [-0.009, 0.051, 0.049], [-1.279, 0.498, -0.050], [-0.413, -0.937, -0.342], [-0.043, 0.041, 0.001], [-0.035, -0.014, 0.013], [0.002, -0.032, 0.011], [0.014, -0.033, 0.079]]
}



Question: What is the formula in the first record?
Answer: C33H38NO2